ORCA calculation (ωB97M-V/def2-TZVPD) on a gas-phase ion, H2INO3P (charge -1).

E_tot: -25058.138 eV
energy above the lowest of the compared OMol25 structures with the same formula, charge and spin: 35.1 kJ/mol
net charge: -1
LUMO energy: 0.1039 Ha
gap between HOMO and LUMO: 7.79 eV
maximum force: 0.046 Eh/bohr

CARTESIAN COORDINATES (ANGSTROEM)
N (0.18, 1.08, -0.89)
O (-0.06, -1.64, -1.10)
O (-1.27, -0.08, 0.63)
O (1.33, -0.60, 0.87)
P (0.25, -0.52, -0.18)
I (-1.31, -1.27, 2.27)
H (-0.16, 1.74, -0.21)
H (1.03, 1.28, -1.39)

Here are the natural (NBO) charges for atoms 1 to 2, given in e: -1.21 -1.14

=====

ORCA calculation (ωB97M-V/def2-TZVPD) on 2 unconnected molecules or ions with the total composition C2H3NS4.

SMILES: S=c1cnss1.S
E_tot: -46952.853 eV
energy above the lowest of the compared OMol25 structures with the same formula, charge and spin: 3.9 kJ/mol
LUMO energy (spin up / spin down): -0.0458 / -0.0458 Ha
gap between HOMO and LUMO (spin up / spin down): 7.44 / 7.44 eV
maximum force: 0.028 Eh/bohr

CARTESIAN COORDINATES (ANGSTROEM)
C (2.94, -1.31, -1.33)
C (1.55, -1.07, -1.09)
N (3.45, -2.46, -1.06)
S (0.76, -2.49, -0.41)
S (2.51, -3.60, -0.45)
S (-1.63, 0.37, 1.66)
S (0.76, 0.33, -1.40)
H (3.55, -0.53, -1.74)
H (-2.94, 0.59, 1.64)
H (-1.50, 0.57, 0.35)

Here are the natural (NBO) charges for atoms 1 to 2, given in e: -0.02 -0.37

=====

ORCA calculation (ωB97M-V/def2-TZVPD) on C6H11N in the gas phase.

SMILES: CCC[C@@H](C)C#N
E_tot: -7890.488 eV
energy above the lowest of the compared OMol25 structures with the same formula, charge and spin: 4.2 kJ/mol
LUMO energy: 0.0339 Ha
gap between HOMO and LUMO: 12.29 eV
maximum force: 0.021 Eh/bohr

CARTESIAN COORDINATES (ANGSTROEM)
C (-2.46, -0.21, -1.01)
C (-1.41, 0.07, 0.07)
C (0.02, -0.14, -0.43)
C (1.07, -0.09, 0.70)
C (2.50, -0.27, 0.18)
C (0.95, 1.16, 1.47)
N (0.85, 2.15, 2.06)
H (-3.47, -0.04, -0.62)
H (-2.32, 0.44, -1.88)
H (-2.40, -1.25, -1.35)
H (-1.52, 1.10, 0.44)
H (-1.60, -0.58, 0.93)
H (0.11, -1.12, -0.92)
H (0.27, 0.62, -1.18)
H (0.84, -0.91, 1.40)
H (2.58, -1.21, -0.37)
H (2.77, 0.56, -0.49)
H (3.22, -0.29, 1.01)

Here are the natural (NBO) charges for atoms 1 to 2, given in e: -0.60 -0.40

=====

ORCA calculation (ωB97M-V/def2-TZVPD) on a molecular structure, C32H15Cl2F5MnN6O3S3.

E_tot: -150974.222 eV
energy above the lowest of the compared OMol25 structures with the same formula, charge and spin: 0.0 kJ/mol
net charge: -1
LUMO energy (spin up / spin down): 0.0595 / 0.0618 Ha
⟨S²⟩: 6.052
multiplicity: 5
gap between HOMO and LUMO (spin up / spin down): 6.91 / 7.14 eV
maximum force: 0.015 Eh/bohr

CARTESIAN COORDINATES (ANGSTROEM)
Mn (-0.22, 1.03, -0.65)
Cl (-2.86, 6.95, 1.45)
C (-2.49, 5.56, 0.47)
C (-1.71, 4.55, 1.04)
C (-1.40, 3.44, 0.29)
N (-0.61, 2.34, 0.70)
C (-0.06, 2.21, 1.93)
O (-0.14, 2.96, 2.88)
C (0.75, 0.93, 2.03)
C (1.46, 0.62, 3.16)
C (2.19, -0.56, 3.17)
C (2.18, -1.38, 2.05)
C (1.44, -0.98, 0.95)
N (0.73, 0.15, 0.95)
C (-1.87, 3.31, -1.03)
C (-2.65, 4.31, -1.58)
C (-2.96, 5.43, -0.82)
Cl (-3.95, 6.67, -1.55)
N (-1.46, 2.11, -1.66)
C (-1.90, 1.71, -2.87)
O (-2.66, 2.29, -3.63)
C (-1.33, 0.36, -3.25)
C (-1.61, -0.22, -4.47)
C (-1.06, -1.45, -4.76)
C (-0.26, -2.07, -3.80)
C (-0.03, -1.43, -2.60)
N (-0.57, -0.24, -2.34)
H (-1.34, 4.65, 2.04)
H (1.42, 1.30, 4.00)
H (2.76, -0.85, 4.04)
H (2.72, -2.31, 2.02)
H (1.39, -1.58, 0.05)
H (-3.01, 4.22, -2.59)
H (-2.24, 0.32, -5.16)
H (-1.25, -1.94, -5.70)
H (0.19, -3.04, -3.98)
H (0.57, -1.88, -1.83)
F (4.57, 4.60, -4.54)
C (3.84, 3.74, -3.80)
C (2.91, 4.20, -2.90)
F (2.72, 5.52, -2.75)
C (2.16, 3.31, -2.15)
F (1.27, 3.81, -1.27)
C (2.30, 1.92, -2.26)
O (1.62, 1.06, -1.56)
C (3.26, 1.49, -3.19)
F (3.46, 0.17, -3.36)
C (4.02, 2.37, -3.94)
F (4.92, 1.90, -4.81)
S (-1.85, -2.43, 5.65)
C (-1.83, -2.40, 3.98)
S (-2.40, -1.03, 3.09)
C (-1.94, -1.75, 1.56)
N (-1.40, -2.92, 1.72)
N (-1.36, -3.29, 3.07)
C (-0.83, -4.59, 3.30)
C (-1.09, -5.31, 4.46)
C (-0.55, -6.58, 4.62)
C (0.24, -7.15, 3.64)
C (0.50, -6.43, 2.48)
C (-0.03, -5.17, 2.30)
S (-2.15, -0.92, 0.08)
H (-1.71, -4.88, 5.23)
H (-0.77, -7.12, 5.53)
H (0.66, -8.14, 3.78)
H (1.11, -6.86, 1.70)
H (0.15, -4.61, 1.39)

Here are the natural (NBO) charges for atoms 1 to 2, given in e: 1.50 0.00

=====

ORCA calculation (ωB97M-V/def2-TZVPD) on C7H8 in the gas phase.

SMILES: C[C@H]1C=CC2=C[C@@H]21
E_tot: -7383.355 eV
energy above the lowest of the compared OMol25 structures with the same formula, charge and spin: 520.2 kJ/mol
LUMO energy: 0.0268 Ha
gap between HOMO and LUMO: 8.66 eV
maximum force: 0.107 Eh/bohr

CARTESIAN COORDINATES (ANGSTROEM)
C (-0.29, -0.64, 1.77)
C (-0.90, -0.74, 0.55)
C (0.71, 1.75, 1.34)
C (0.63, 0.46, 1.62)
C (0.96, 0.83, 0.20)
C (-0.49, 0.10, -0.59)
C (-0.19, -0.65, -1.86)
H (-0.41, -1.36, 2.60)
H (-1.74, -1.40, 0.25)
H (1.04, 2.75, 1.66)
H (1.94, 0.70, -0.35)
H (-1.02, 0.97, -0.78)
H (-1.03, -1.40, -1.97)
H (0.69, -1.36, -1.77)
H (0.07, -0.01, -2.67)

Here are the natural (NBO) charges for atoms 1 to 2, given in e: -0.26 -0.12

=====

ORCA calculation (ωB97M-V/def2-TZVPD) on a molecular structure, C22H50CuP2Si2.

E_tot: -102592.484 eV
energy above the lowest of the compared OMol25 structures with the same formula, charge and spin: 315.0 kJ/mol
LUMO energy (spin up / spin down): 0.0235 / -0.0255 Ha
⟨S²⟩: 0.756
multiplicity: 2
gap between HOMO and LUMO (spin up / spin down): 7.44 / 6.17 eV
maximum force: 0.129 Eh/bohr

CARTESIAN COORDINATES (ANGSTROEM)
P (0.09, 2.26, -0.23)
P (-2.12, 0.39, -1.68)
C (-0.53, 2.54, -1.96)
C (-2.00, 2.26, -1.87)
H (0.02, 1.83, -2.60)
H (-0.35, 3.54, -2.33)
H (-2.50, 2.77, -1.02)
H (-2.56, 2.50, -2.78)
C (-1.40, 0.03, -3.38)
H (-1.67, -0.97, -3.76)
H (-0.29, 0.17, -3.43)
H (-1.85, 0.78, -4.06)
C (-3.89, 0.46, -2.10)
H (-4.26, 1.46, -1.86)
H (-4.42, -0.30, -1.52)
H (-3.96, 0.24, -3.17)
C (1.70, 3.12, -0.84)
H (2.23, 3.53, 0.05)
H (1.50, 3.96, -1.54)
H (2.40, 2.47, -1.38)
C (-0.20, 3.84, 0.75)
H (-0.95, 3.78, 1.55)
H (-0.50, 4.63, 0.05)
H (0.76, 4.13, 1.20)
Cu (-1.30, 0.83, 0.13)
C (3.79, 0.96, -0.07)
C (4.81, 1.50, -0.70)
C (5.84, 2.40, -0.09)
C (5.53, 2.81, 1.36)
C (4.20, 3.43, 1.65)
C (3.17, 2.84, 2.28)
C (2.89, 1.37, 2.33)
C (3.67, 0.45, 1.31)
C (-1.58, 1.11, 2.08)
H (2.86, 0.72, -0.59)
H (4.83, 1.42, -1.79)
H (5.96, 3.26, -0.74)
H (6.84, 1.92, -0.11)
H (5.70, 1.91, 1.95)
H (6.23, 3.58, 1.63)
H (4.08, 4.50, 1.35)
H (2.44, 3.44, 2.86)
H (1.82, 1.37, 2.10)
H (3.04, 0.89, 3.32)
H (4.64, 0.24, 1.73)
H (3.04, -0.48, 1.25)
H (-1.91, 0.11, 2.34)
H (-2.34, 1.86, 2.25)
H (-0.68, 1.32, 2.65)
C (0.57, -2.46, 1.62)
Si (-1.30, -2.78, 1.63)
C (-1.41, -4.68, 1.66)
C (-2.07, -2.26, 3.28)
C (-2.18, -2.01, 0.18)
Si (-2.58, -3.20, -1.19)
C (-3.57, -4.67, -0.54)
C (-3.63, -2.67, -2.66)
C (-0.91, -3.78, -1.83)
H (1.06, -3.21, 2.26)
H (0.85, -1.47, 2.01)
H (0.99, -2.57, 0.62)
H (-0.93, -5.05, 2.58)
H (-2.44, -5.04, 1.69)
H (-0.90, -5.12, 0.79)
H (-1.39, -1.68, 3.93)
H (-3.00, -1.69, 3.16)
H (-2.33, -3.17, 3.85)
H (-2.92, -1.22, 0.47)
H (-4.55, -4.71, -1.06)
H (-3.01, -5.60, -0.73)
H (-3.80, -4.59, 0.53)
H (-3.03, -2.37, -3.53)
H (-4.24, -3.54, -2.95)
H (-4.35, -1.88, -2.43)
H (-0.09, -3.09, -1.59)
H (-0.68, -4.76, -1.40)
H (-0.98, -3.89, -2.92)

Here are the Löwdin charges for atoms 1 to 2, given in e: 0.84 0.81